{
  "formula": "C24H18B3LiO30",
  "method": "wB97M-V/def2-TZVPD",
  "species": ["Li", "O", "C", "O", "B", "O", "C", "O", "O", "C", "O", "C", "O", "O", "O", "C", "O", "B", "O", "C", "O", "O", "C", "O", "C", "O", "O", "O", "C", "O", "B", "O", "C", "O", "O", "C", "O", "C", "O", "O", "O", "C", "O", "C", "C", "C", "H", "H", "H", "H", "H", "H", "O", "C", "O", "C", "C", "C", "H", "H", "H", "H", "H", "H", "O", "C", "O", "C", "C", "C", "H", "H", "H", "H", "H", "H"],
  "coordinates": [[6.411105, -5.391205, -1.165754], [8.619141, -1.547899, -1.018550], [8.222232, -1.965764, 0.083976], [8.740789, -1.735840, 1.299468], [7.871756, -2.437715, 2.272492], [6.730809, -2.932467, 1.482223], [6.999305, -2.833611, 0.221578], [6.373359, -3.359222, -0.669067], [7.457915, -1.608204, 3.398509], [7.927195, -2.102400, 4.524447], [7.682419, -1.680967, 5.672054], [8.836921, -3.284069, 4.147375], [8.693764, -3.501936, 2.922649], [9.491829, -3.921814, 4.931547], [10.775432, -9.831799, 1.906759], [10.179917, -9.966553, 0.869348], [9.880233, -9.054497, -0.008085], [8.854576, -9.490154, -0.926275], [8.708622, -10.913140, -0.622496], [9.407660, -11.252137, 0.448809], [9.468693, -12.360530, 0.984492], [7.604671, -8.727975, -0.675500], [7.207048, -8.061911, -1.868144], [6.319700, -7.186642, -1.967787], [8.261708, -8.450093, -2.912062], [9.173602, -9.350965, -2.353790], [8.241055, -8.076891, -4.060908], [1.640356, -5.755521, -8.104758], [1.743579, -5.960914, -6.913934], [2.456233, -5.264050, -5.975120], [2.177112, -5.774094, -4.612587], [1.458886, -7.050172, -4.831912], [1.274984, -7.289538, -6.153063], [0.826425, -8.250735, -6.707983], [1.401208, -4.850425, -3.786861], [2.035529, -4.367119, -2.808492], [1.610422, -3.531367, -2.043869], [3.381330, -5.046599, -2.803812], [3.366473, -5.906790, -3.821107], [4.275456, -4.930794, -1.961104], [5.607248, -6.105055, 0.667534], [5.861024, -6.609652, 1.786171], [5.022339, -7.301971, 2.506720], [5.521590, -7.824803, 3.731089], [7.044452, -7.548035, 3.594171], [7.156485, -6.477403, 2.582767], [5.207793, -8.840563, 3.971661], [5.061576, -7.286713, 4.559913], [7.605267, -8.432932, 3.293285], [7.453550, -7.224553, 4.551303], [8.067390, -6.471378, 1.984172], [7.168707, -5.544877, 3.146997], [8.482007, -5.583453, -0.546715], [9.724469, -5.694866, -0.444041], [10.546598, -5.840591, -1.470833], [11.828203, -6.173599, -0.920541], [11.907358, -5.577536, 0.465746], [10.483732, -5.516401, 0.817729], [12.560343, -5.732051, -1.596621], [11.921512, -7.258591, -0.967301], [12.469977, -4.644091, 0.481350], [12.519936, -6.266754, 1.046971], [10.183095, -4.627691, 1.372622], [10.326929, -6.416085, 1.412789], [7.213361, -4.809164, -3.065360], [6.915768, -4.110163, -4.030310], [7.230469, -4.564365, -5.227086], [6.652863, -3.746234, -6.241695], [5.703645, -2.757824, -5.576988], [6.261493, -2.739032, -4.121655], [6.101565, -4.382702, -6.933857], [7.399025, -3.113809, -6.722712], [4.693731, -3.158373, -5.488986], [5.698758, -1.840869, -6.166285], [5.474368, -2.478373, -3.414127], [6.998443, -1.943597, -4.010748]],
  "forces_ev_per_a": [[-0.225, 0.259, -0.087], [-0.639, -0.917, 3.327], [1.746, 1.649, -3.108], [-0.604, -0.139, -1.063], [0.201, 0.241, -0.070], [0.151, -0.420, 1.935], [-0.975, -0.921, -1.360], [0.589, 0.654, 0.455], [-0.392, 0.273, -0.060], [-0.532, 1.561, 3.387], [0.716, -1.214, -3.365], [0.064, 0.017, 3.777], [-0.371, -0.705, -3.729], [0.167, 0.026, -0.016], [0.306, 0.168, -0.598], [-0.695, -0.981, 1.430], [1.069, 1.586, 0.023], [-0.974, -0.262, -0.938], [-0.235, -1.078, 0.655], [0.306, -1.962, 0.389], [-0.211, 2.457, -1.143], [-1.142, 1.475, -2.659], [-0.923, 1.865, 2.881], [3.123, -3.969, 0.271], [0.755, -1.063, -1.482], [-1.583, 2.170, -0.523], [0.338, -0.622, 1.666], [0.124, 0.188, 1.913], [1.242, -0.715, 0.309], [-1.171, -0.043, -1.414], [-0.309, -0.402, -0.374], [-0.142, -0.666, -1.246], [-0.100, 1.543, 0.311], [0.176, 0.167, 0.700], [-2.754, -0.496, -2.612], [0.188, 1.893, 2.122], [0.517, -0.337, -0.077], [2.661, -0.967, 2.028], [1.613, -0.038, 0.426], [-1.938, -0.047, -2.114], [0.331, -1.751, 3.466], [1.487, 2.552, -3.146], [-2.586, -1.207, -0.307], [1.174, 0.873, 0.406], [0.192, -1.545, 1.578], [-0.071, 0.879, -0.484], [0.218, -0.284, -1.040], [0.125, 0.640, -0.090], [-0.215, -0.196, -0.007], [0.052, -0.152, 0.034], [-0.342, -0.168, -0.167], [-0.320, 0.417, -0.497], [3.311, -0.552, 0.142], [-4.131, 1.577, -0.294], [-0.344, -0.450, 0.094], [1.111, 0.155, -1.527], [2.084, -0.352, -0.666], [-0.588, -0.478, 1.684], [0.043, -0.159, -0.063], [-0.009, -0.015, 0.262], [-0.386, 0.257, -0.193], [-0.291, 0.022, 0.418], [-0.267, -0.248, -0.051], [-0.678, 0.101, 0.334], [-0.725, 1.760, -1.293], [0.601, -1.318, 3.107], [-0.104, 0.174, -1.367], [-0.652, 0.496, -0.409], [-0.036, -0.681, 1.023], [-0.529, 0.839, -0.955], [0.450, -0.047, -0.168], [0.467, -0.618, -0.264], [-0.080, 0.009, -0.416], [-0.099, 0.178, 0.477], [0.239, -0.675, 0.285], [0.432, -0.260, 0.126]],
  "lowdin_charge": [0.64, 0.11, -0.33, 0.23, -0.85, 0.27, -0.40, 0.10, 0.25, -0.34, 0.09, -0.47, 0.23, 0.13, 0.13, -0.40, 0.23, -0.96, 0.23, -0.35, 0.10, 0.18, -0.23, 0.05, -0.31, 0.20, 0.16, 0.11, -0.33, 0.19, -0.91, 0.21, -0.36, 0.13, 0.26, -0.44, 0.13, -0.31, 0.26, 0.10, 0.04, -0.40, 0.06, -0.12, -0.15, -0.06, 0.12, 0.12, 0.12, 0.12, 0.12, 0.12, 0.06, -0.42, 0.08, -0.14, -0.15, -0.08, 0.13, 0.13, 0.12, 0.12, 0.13, 0.14, 0.05, -0.43, 0.06, -0.16, -0.14, -0.04, 0.13, 0.12, 0.11, 0.11, 0.12, 0.13],
  "spin_multiplicity": 1,
  "mol_weight_da": 825.8,
  "e_tot_ev": -88862.226,
  "homo_ev": -5.82,
  "gap_ev": 9.74,
  "e_above_lowest_kcal_mol": 51.9,
  "total_charge": -2
}